# 1
The following is a DFT calculation (ωB97M-V/def2-TZVPD) of 2 unconnected molecules or ions with the total composition C3H6NO2S.

```
13
Properties=species:S:1:pos:R:3:forces:R:3:mulliken_charge:R:1
C 0.63419 -0.32735 -0.28303 -0.5189 -1.5078 -0.6724 -0.05
C 0.54027 -1.84263 -0.23025 2.7216 0.3157 -0.1768 -0.71
C 0.78804 1.76504 -1.05125 -1.5927 1.5643 0.2843 -0.70
N 0.77807 0.37681 -1.29966 -0.3703 -1.6808 0.6065 -0.43
O -2.80504 1.19340 1.71589 0.0339 0.5470 -0.1639 -0.53
O -2.14146 -1.09873 2.31378 0.7719 0.9866 -0.0242 -0.57
S -1.69661 0.34349 2.20141 -0.4814 -1.6078 -0.0895 0.32
H 1.55719 -2.21529 0.18742 -2.0142 0.3616 -0.0558 0.20
H 0.39358 -2.41694 -1.13750 0.3183 0.5203 -1.1022 0.31
H -0.33702 -2.10035 0.27604 -0.8869 -0.4410 1.9024 0.25
H -0.03571 2.27447 -1.63898 1.7728 -0.0830 -0.1174 0.26
H 1.81781 2.03349 -1.01038 0.7706 1.2745 -1.2715 0.37
H 0.50668 2.01459 -0.04350 -0.5246 -0.2495 0.8806 0.29
```
Forces are in eV/Å.

* energy relative to the best compared isomer or geometry (same formula, charge and spin): 394.3 kJ/mol
* Kohn-Sham gap (alpha / beta): 0.29492 / 0.18121 hartree
* total charge: -1
* M: 120.15 g mol⁻¹

=====

# 2
The following is a DFT calculation (ωB97M-V/def2-TZVPD) of 2 unconnected molecules or ions with the total composition C2H4N2O.

```
9
Properties=species:S:1:pos:R:3:forces:R:3:mulliken_charge:R:1
C -0.85961 -0.36756 -0.35230 0.6491 1.1469 -0.4400 -0.13
C 0.91686 0.09951 1.39708 0.3468 1.5431 -3.1419 -0.75
N -1.44189 0.20920 -2.79391 2.3738 1.4633 -2.1190 0.11
N 0.05223 0.13798 0.22397 2.3072 0.8206 -0.2757 -0.21
O -0.58992 0.70940 -3.45392 -2.4555 -1.4863 2.1002 -0.22
H -1.57999 -1.00955 0.02361 -1.8274 -1.8005 0.5785 0.29
H 1.00568 1.08442 1.76378 -0.1813 0.8886 0.8860 0.26
H 0.58509 -0.62074 1.98962 -1.9170 -2.6265 3.4643 0.38
H 1.91157 -0.24265 1.20208 0.7042 0.0509 -1.0523 0.28
```
Forces are in eV/Å.

* energy relative to the best compared isomer or geometry (same formula, charge and spin): 564.3 kJ/mol
* Kohn-Sham gap (alpha / beta): 0.29435 / 0.28836 hartree
* M: 72.07 g mol⁻¹

=====

# 3
The following is a DFT calculation (ωB97M-V/def2-TZVPD) of a single CH3ClIN molecule.

```
7
Properties=species:S:1:pos:R:3:forces:R:3:mulliken_spin:R:1
C -0.57271 -0.70704 0.36375 1.1813 0.3537 3.2492 0.63
N 0.40933 -0.11636 -0.36206 -0.1634 -0.6427 1.1293 0.13
Cl -0.71577 -2.38068 -0.05069 -0.5141 -0.6846 0.2844 0.12
I -3.01097 0.18472 0.01215 -1.8307 0.5484 -0.3882 1.12
H -0.60043 -0.38562 1.49115 0.1719 -1.1494 -2.1615 0.00
H 0.34569 -0.38132 -1.29896 0.5808 0.4728 -1.7873 0.00
H 0.78869 0.70700 0.01296 0.5743 1.1017 -0.3259 0.00
```
Forces are in eV/Å.

* energy relative to the best compared isomer or geometry (same formula, charge and spin): 0.0 kJ/mol
* Kohn-Sham gap (alpha / beta): 0.25956 / 0.22528 hartree
* spin multiplicity: 3
* expectation value of S²: 2.006
* M: 191.40 g mol⁻¹

=====

# 4
The following is a DFT calculation (ωB97M-V/def2-TZVPD) of a single C3H5ClN2S molecule.

```
12
Properties=species:S:1:pos:R:3:forces:R:3:mulliken_charge:R:1
C 0.31811 -1.98460 0.13537 -2.2015 0.1840 0.3218 0.48
C -0.14414 1.12026 0.09812 1.2176 0.2319 -2.4141 -0.75
C 0.92384 0.69249 -0.90066 0.9569 -1.2108 1.1326 -0.53
N -1.44961 0.69190 -0.10252 -0.8499 -1.4371 1.0364 -0.34
N -0.60628 -2.43969 0.75221 2.6640 -0.9520 -1.1358 -0.36
S 1.35647 -1.22832 -0.84404 0.3368 -0.0900 -0.1193 -0.22
Cl -2.07700 -0.08576 1.32994 0.0217 0.9012 -0.4808 -0.20
H 0.43024 1.17782 0.96243 -0.0907 -0.5656 2.6419 0.51
H -0.12622 2.13826 -0.22728 -0.2479 1.6505 -0.3172 0.38
H 0.78079 0.87865 -1.93513 -0.4043 0.1211 -0.9081 0.40
H 1.91810 1.02868 -0.56037 -0.4873 0.4781 -0.3173 0.36
H -1.32431 -1.98969 1.29192 -0.9154 0.6888 0.5598 0.26
```
Forces are in eV/Å.

* energy relative to the best compared isomer or geometry (same formula, charge and spin): 464.0 kJ/mol
* Kohn-Sham gap (alpha / beta): 0.29988 / 0.20942 hartree
* M: 136.61 g mol⁻¹

=====

# 5
The following is a DFT calculation (ωB97M-V/def2-TZVPD) of a molecular structure, C23H39IrN4O4S2Si.

```
74
Properties=species:S:1:pos:R:3:forces:R:3:mulliken_spin:R:1
Ir 0.25756 0.34580 0.48963 -2.9490 -0.4748 2.9135 0.36
C 2.30388 -2.16453 1.72629 -0.0209 0.0769 0.1096 0.00
C 2.12534 -1.24162 0.54701 -0.2860 0.3565 -0.1156 -0.06
C 1.41869 -1.73375 -0.58257 0.1441 -0.0151 -0.4069 0.03
C 0.70770 -3.05279 -0.48943 -0.0975 0.0406 0.0783 0.01
C 1.57212 -1.12715 -1.84678 0.2361 0.0253 -0.1961 0.09
C 1.00665 -1.85471 -3.03992 -0.0422 0.1030 0.0706 -0.01
C 2.31459 0.06018 -1.97304 0.1719 -0.1482 -0.1273 -0.03
C 2.45369 0.76181 -3.30259 -0.0237 -0.0685 0.1134 0.01
C 2.94532 0.60768 -0.85347 0.2874 -0.1548 -0.1554 0.09
C 3.80226 1.84153 -0.96207 -0.1638 -0.0533 0.1472 -0.01
C 2.86274 -0.03670 0.41390 -0.1434 0.3319 -0.3188 0.05
C 3.70972 0.50718 1.53312 -0.0804 -0.0075 -0.0111 0.01
H 1.36986 -2.37485 2.24192 0.0500 -0.0737 -0.0343 0.00
H 3.00629 -1.77330 2.45517 -0.0231 -0.0097 -0.0139 0.00
H 2.70425 -3.11268 1.36069 -0.0071 0.0280 0.0127 0.00
H 0.39636 -3.27868 0.52663 -0.0057 -0.0039 -0.0422 0.00
H 1.37836 -3.85176 -0.82591 -0.0272 0.0356 0.0142 0.00
H -0.18070 -3.06897 -1.11811 0.0722 -0.0207 0.0241 0.00
H -0.08570 -1.80609 -3.05401 0.0660 -0.0264 -0.0138 0.01
H 1.28766 -2.90798 -3.00153 -0.0446 0.0162 -0.0029 0.00
H 1.37397 -1.46134 -3.98126 -0.0004 -0.0196 0.0152 0.00
H 2.27941 1.83009 -3.18120 0.0052 -0.0078 -0.0294 0.00
H 1.74387 0.39000 -4.03616 0.0431 0.0304 -0.0071 0.00
H 3.45803 0.62950 -3.71374 -0.0612 0.0201 -0.0273 0.00
H 3.36352 2.66208 -0.38251 0.0301 -0.0309 -0.0402 0.01
H 3.92411 2.18134 -1.98338 -0.0016 -0.0132 -0.0007 0.00
H 4.79616 1.64954 -0.55354 -0.0271 0.0477 -0.0045 0.00
H 3.60436 1.58948 1.61317 0.0954 -0.0362 -0.0337 0.00
H 4.76351 0.28814 1.33677 -0.0457 0.0181 -0.0166 0.00
H 3.45559 0.08728 2.49887 0.1284 -0.0346 -0.0843 0.00
C 1.19768 0.27832 4.12862 -0.1922 -0.1293 0.0493 0.00
C 0.00033 -0.47114 3.63167 0.3038 0.1347 0.0542 0.00
C -0.87955 -1.04239 4.52578 0.1143 -0.0957 -0.0220 0.02
C -2.01069 -1.70879 4.06305 -0.0802 -0.0437 -0.0998 -0.01
C -2.26813 -1.78181 2.71340 -0.3289 -0.1519 0.2421 0.03
C -1.35234 -1.19503 1.84327 -0.1138 -0.4714 0.2228 -0.01
N -0.23528 -0.60166 2.30680 0.4896 0.6762 -0.5381 0.01
N -1.38892 -1.13628 0.51349 0.9682 0.5257 -1.3157 0.26
Si -2.81853 -1.29576 -0.53241 -0.0044 0.0926 -0.0603 -0.01
C -4.26876 -0.38917 0.20519 0.0159 0.0386 0.1161 0.00
C -3.18296 -3.11254 -0.75144 0.0264 -0.1307 0.0388 0.01
C -2.34734 -0.54718 -2.17964 -0.0324 0.1409 -0.0438 0.00
H 0.85751 1.22412 4.55333 0.0587 0.0068 -0.0313 0.00
H 1.88281 0.50238 3.32488 -0.0216 -0.0028 0.1041 0.00
H 1.70240 -0.28652 4.91286 -0.0330 -0.0393 -0.0180 0.00
H -0.67395 -0.95671 5.58382 -0.0023 -0.0094 -0.0403 0.00
H -2.69265 -2.16321 4.77144 -0.0049 0.0368 -0.0391 0.00
H -3.15285 -2.26402 2.31725 0.0604 0.0303 0.0676 0.00
H -4.77823 -0.95695 0.98892 0.0334 0.0713 -0.0626 0.00
H -5.00460 -0.15135 -0.56934 0.0475 -0.0622 0.0636 0.00
H -3.91114 0.54951 0.63734 -0.1167 -0.0327 -0.0201 0.00
H -3.13282 -3.68131 0.18306 -0.0350 0.0663 -0.1039 0.00
H -2.48078 -3.56416 -1.46074 -0.1028 -0.0047 0.0942 0.00
H -4.19398 -3.22507 -1.16051 0.1235 -0.0285 0.0275 0.00
H -3.09204 0.19990 -2.47672 0.1079 -0.0753 0.0144 0.00
H -2.29946 -1.29514 -2.97728 -0.0123 0.0598 0.0976 0.00
H -1.38281 -0.03851 -2.10717 -0.0932 -0.1165 -0.0804 0.00
C -2.07495 4.41297 -1.98864 0.0888 -0.0674 -0.0217 0.00
N -1.24356 3.42512 -1.31580 -0.0899 0.0699 -0.0689 0.00
C -0.60737 2.43282 -1.92372 -0.0017 0.1087 0.0333 0.00
N -0.70959 2.35784 -3.27471 0.0346 0.0198 0.1182 0.00
O 0.09959 1.56205 -1.34162 0.4902 -0.6088 -0.0692 -0.01
H -2.65370 4.93491 -1.23170 0.0167 -0.0077 -0.0036 0.00
H -2.77069 3.93745 -2.68225 -0.0151 -0.0170 0.0589 0.00
H -1.47468 5.14902 -2.52907 0.0051 -0.0163 0.0092 0.00
H -1.16802 3.50909 -0.31067 0.0222 0.0027 0.0700 0.00
H -1.04946 3.13041 -3.81714 -0.0171 0.0156 -0.0180 0.00
H -0.15791 1.66004 -3.73682 0.0292 -0.0478 -0.0221 0.00
O -1.54863 1.44345 0.88988 1.1814 -0.3170 -0.3561 0.01
S -1.07454 2.45018 1.93526 0.8754 1.0787 0.9062 0.01
O -1.33600 2.03153 3.27866 -0.4326 -0.0367 -0.2282 0.00
O -1.42080 3.80054 1.57172 -0.4820 -0.2825 -0.1832 0.00
S 0.97822 2.28831 1.62577 -0.1599 -0.3113 -0.7580 0.09
```
Forces are in eV/Å.

* energy relative to the best compared isomer or geometry (same formula, charge and spin): 50.2 kJ/mol
* Kohn-Sham gap (alpha / beta): 0.25182 / 0.20125 hartree
* total charge: +1
* spin multiplicity: 2
* expectation value of S²: 0.768
* M: 720.03 g mol⁻¹

=====

# 6
The following is a DFT calculation (ωB97M-V/def2-TZVPD) of 2 unconnected molecules or ions with the total composition C3H3BrOS.

```
9
Properties=species:S:1:pos:R:3:forces:R:3:mulliken_charge:R:1
C 0.21660 1.06698 0.01455 -2.9738 0.4835 -0.4120 0.69
C -1.64740 -0.35140 0.13333 0.9556 1.9537 0.1329 -0.06
C 1.24849 0.00765 -0.05099 0.1113 -0.7229 -1.9071 -0.49
O -0.11439 2.20492 -0.00601 1.5344 -3.1975 0.2033 -0.32
S -3.12823 0.19933 0.33404 0.5011 -0.1814 -0.1356 -0.17
Br -1.17519 -2.20750 0.12010 -0.2224 -0.4270 -0.0445 -0.19
H 2.11494 0.18970 0.55735 0.0471 -0.0425 0.8823 0.30
H 0.76244 -1.01162 -0.04095 0.6767 1.2005 0.9988 -0.02
H 1.72273 -0.09805 -1.06141 -0.6299 0.9336 0.2819 0.27
```
Forces are in eV/Å.

* energy relative to the best compared isomer or geometry (same formula, charge and spin): 212.5 kJ/mol
* Kohn-Sham gap: 0.27816 hartree
* M: 167.03 g mol⁻¹

=====

Listing largest force on an atom for the structures above in their given order: 0.0534; 0.0924; 0.0676; 0.0593; 0.0811; 0.0691 hartree/bohr.